{"formula": "C37H47N7O10PSi", "method": "wB97M-V/def2-TZVPD", "symbols": ["C", "C", "C", "C", "C", "N", "C", "N", "P", "O", "N", "C", "C", "C", "C", "O", "Si", "C", "C", "C", "H", "H", "H", "H", "H", "H", "H", "H", "H", "H", "H", "H", "H", "H", "H", "H", "H", "H", "H", "H", "H", "H", "H", "H", "H", "H", "H", "C", "C", "C", "C", "C", "C", "N", "O", "O", "H", "H", "H", "H", "H", "C", "C", "C", "C", "C", "C", "N", "O", "O", "H", "H", "H", "H", "H", "C", "C", "C", "C", "C", "C", "N", "O", "O", "H", "H", "H", "H", "H", "C", "C", "C", "C", "C", "C", "N", "O", "O", "H", "H", "H", "H", "H"], "xyz": [[-1.8871, 4.0626, -1.4915], [-2.6717, 3.3011, -0.9915], [-3.5958, 2.3871, -0.2819], [-3.5149, 0.9259, -0.8328], [-3.0630, -0.0946, 0.2588], [-1.6924, -0.5673, 0.0528], [-0.7776, -0.2284, 1.0872], [0.2410, 0.5153, 0.9336], [0.5076, 1.2050, -0.7090], [1.8445, 1.7756, -0.8300], [-1.2000, -0.9327, 2.2326], [-1.4474, -2.2756, 1.6274], [-1.4728, -2.0436, 0.0643], [-2.3656, -2.8846, -0.8391], [-2.2617, -2.3637, -2.2902], [-1.5589, -3.2671, -3.1426], [-0.7076, -2.4375, -4.3564], [-1.7034, -0.9550, -5.0225], [-0.4067, -3.5480, -5.8583], [1.0117, -1.8908, -3.7554], [-1.0469, 4.6204, -1.8371], [-4.6122, 2.7849, -0.3401], [-3.3130, 2.4385, 0.7768], [-4.5381, 0.6672, -1.1255], [-2.8697, 0.8837, -1.7128], [-3.7996, -0.9042, 0.2380], [-3.2113, 0.4070, 1.2262], [0.8705, 0.6910, 1.7171], [-0.5842, 2.0637, -0.9661], [0.3830, 0.0879, -1.5712], [-1.9718, -0.5108, 2.7334], [-0.4663, -2.7555, 1.7631], [-2.1697, -2.9277, 2.1152], [-0.4549, -2.1174, -0.3510], [-3.4091, -2.9461, -0.5151], [-1.9710, -3.9076, -0.7866], [-1.7220, -1.4028, -2.2836], [-3.2751, -2.2474, -2.6983], [-1.4852, -0.1182, -4.3377], [-1.4200, -0.6848, -6.0396], [-2.7707, -1.1697, -4.8973], [0.0094, -2.8751, -6.6209], [-1.3934, -3.8584, -6.2220], [0.2718, -4.3792, -5.6592], [1.7713, -2.5206, -4.2334], [1.2405, -0.8512, -4.0274], [1.1502, -2.0060, -2.6701], [5.1589, -1.2381, 2.5739], [3.8574, -1.2557, 2.0880], [2.9405, -2.1649, 2.5926], [3.3389, -3.0467, 3.5838], [4.6341, -3.0439, 4.0709], [5.5475, -2.1329, 3.5604], [2.3620, -3.9968, 4.1353], [1.2358, -3.9798, 3.6690], [2.7286, -4.7364, 5.0197], [5.8724, -0.5246, 2.1823], [3.5594, -0.5568, 1.3150], [1.9281, -2.1776, 2.2123], [4.9410, -3.7375, 4.8412], [6.5578, -2.1180, 3.9330], [7.8055, -8.0241, 1.9395], [6.8345, -7.0939, 2.2869], [7.1665, -5.7535, 2.3970], [8.4714, -5.3599, 2.1528], [9.4505, -6.2769, 1.8126], [9.1122, -7.6164, 1.7067], [8.8220, -3.9377, 2.2454], [7.9404, -3.1561, 2.5669], [9.9620, -3.6182, 1.9957], [7.5426, -9.0703, 1.8490], [5.8174, -7.4144, 2.4693], [6.4079, -5.0325, 2.6676], [10.4679, -5.9633, 1.6279], [9.8671, -8.3432, 1.4392], [-0.4236, 5.5806, 5.2233], [-1.3779, 4.5802, 5.3587], [-2.4033, 4.4699, 4.4330], [-2.4573, 5.3645, 3.3769], [-1.5172, 6.3705, 3.2342], [-0.4958, 6.4766, 4.1650], [-3.5283, 5.2370, 2.3808], [-4.3517, 4.3530, 2.5404], [-3.5313, 6.0152, 1.4505], [0.3790, 5.6618, 5.9452], [-1.3209, 3.8851, 6.1857], [-3.1448, 3.6913, 4.5425], [-1.5683, 7.0685, 2.4107], [0.2465, 7.2567, 4.0640], [-5.0380, 5.8530, -2.3233], [-5.7514, 4.7254, -2.7072], [-6.1084, 4.5472, -4.0339], [-5.7408, 5.5033, -4.9643], [-5.0365, 6.6357, -4.5954], [-4.6848, 6.8092, -3.2653], [-6.0965, 5.3043, -6.3764], [-6.7304, 4.3080, -6.6619], [-5.7318, 6.1440, -7.1727], [-4.7554, 5.9866, -1.2857], [-6.0277, 3.9820, -1.9706], [-6.6638, 3.6685, -4.3290], [-4.7573, 7.3804, -5.3270], [-4.1317, 7.6887, -2.9638]], "forces_ev_per_a": [[0.3, -0.5, 0.2], [-0.3, 0.1, 0.3], [0.7, 0.3, -0.6], [-0.5, 0.3, 0.8], [-1.0, 1.0, -0.6], [1.4, 0.7, -1.8], [-3.8, -1.0, 1.4], [-0.2, 0.4, -0.5], [0.7, -0.2, -1.6], [0.3, 0.4, 0.6], [1.4, -0.3, -0.1], [2.1, -1.0, -0.2], [-0.5, 0.7, 0.7], [0.3, 0.1, -0.1], [-0.1, -0.6, -0.1], [0.3, 0.8, -0.2], [0.5, -0.5, -1.3], [0.3, -0.3, 1.5], [-0.5, 0.7, 0.7], [-0.2, 0.1, 0.3], [-0.3, 0.2, -0.2], [0.1, -0.1, 0.0], [-0.2, -0.1, -0.1], [0.3, -0.1, -0.2], [-0.1, -0.1, 0.1], [0.6, -0.3, 0.1], [0.3, -0.3, 0.0], [0.0, 0.0, -0.1], [-0.1, -0.3, 0.5], [-0.4, 0.0, 0.6], [0.1, 0.1, 0.0], [-0.5, -0.4, 0.4], [-0.4, 0.6, -0.2], [-0.1, -0.4, 0.3], [0.2, 0.2, 0.1], [-0.1, 0.2, -0.1], [-0.5, 0.0, 0.1], [0.2, 0.3, 0.1], [-0.1, 0.1, -0.4], [-0.2, -0.1, 0.1], [0.1, 0.1, -0.5], [0.1, -0.3, 0.1], [0.3, -0.3, 0.0], [-0.2, 0.0, -0.2], [-0.2, 0.1, 0.1], [-0.1, -0.2, 0.1], [0.0, 0.1, -0.2], [0.0, 0.1, 0.0], [0.0, -0.1, 0.1], [-0.1, 0.2, -0.2], [0.2, 0.2, -0.1], [0.2, -0.1, 0.1], [-0.3, 0.2, 0.0], [0.0, 0.0, 0.0], [-0.1, 0.0, -0.1], [0.0, 0.0, 0.0], [0.0, 0.0, 0.0], [0.0, 0.0, 0.0], [0.0, -0.2, 0.1], [-0.2, 0.0, 0.0], [0.0, 0.0, 0.0], [0.0, 0.0, 0.0], [0.1, -0.1, 0.0], [-0.2, 0.1, 0.1], [-0.1, -0.3, 0.0], [0.3, 0.0, -0.1], [-0.2, 0.0, 0.0], [0.1, 0.1, 0.0], [0.2, -0.2, -0.1], [0.0, 0.0, 0.0], [0.0, 0.0, 0.0], [0.0, 0.0, 0.0], [0.1, 0.1, 0.0], [-0.1, 0.1, 0.0], [0.0, 0.0, 0.0], [0.0, 0.0, 0.0], [0.1, 0.1, -0.1], [-0.1, -0.2, 0.1], [0.3, 0.0, 0.2], [0.1, 0.2, -0.2], [0.0, -0.1, 0.1], [-0.1, 0.1, -0.1], [0.1, -0.1, 0.0], [0.0, 0.0, 0.0], [0.0, 0.0, 0.0], [0.0, 0.0, 0.0], [-0.1, 0.1, -0.1], [-0.1, -0.1, 0.0], [0.0, 0.0, 0.0], [0.0, 0.0, 0.1], [0.1, 0.2, -0.1], [-0.1, -0.3, 0.1], [0.1, 0.1, 0.3], [0.1, 0.2, 0.0], [-0.1, -0.2, 0.0], [-0.1, 0.0, -0.2], [0.0, 0.0, 0.1], [0.0, 0.0, 0.1], [0.0, 0.0, 0.0], [-0.1, 0.0, 0.0], [0.0, 0.1, -0.2], [-0.1, -0.1, -0.1], [0.0, 0.0, 0.0]], "lowdin_charge": [0.1043, -0.1634, -0.1823, -0.1332, -0.1323, -0.0797, -0.3571, 0.1169, 0.7879, -0.3733, 0.0866, -0.0620, -0.2465, -0.0894, -0.2629, -0.2102, 0.4636, -0.1529, -0.1650, -0.1623, 0.0466, 0.1081, 0.0964, 0.1153, 0.1030, 0.1284, 0.1189, 0.1632, 0.0087, 0.0250, 0.1380, 0.1043, 0.1399, 0.1484, 0.1182, 0.1398, 0.0809, 0.1284, 0.0188, 0.0407, 0.0349, 0.0387, 0.0364, 0.0333, 0.0339, 0.0323, 0.0106, -0.0498, -0.0726, -0.0240, -0.1464, 0.0051, -0.0661, -0.3513, 0.0515, 0.1000, 0.1179, 0.0964, 0.0887, 0.1266, 0.0973, -0.0645, -0.0622, -0.0017, -0.1423, 0.0020, -0.0582, -0.3340, 0.0416, 0.1020, 0.1102, 0.1091, 0.1049, 0.1223, 0.1118, -0.0634, -0.0658, -0.0118, -0.1521, 0.0008, -0.0566, -0.3484, 0.0590, 0.0779, 0.1119, 0.1098, 0.1157, 0.1219, 0.1134, -0.0766, -0.0740, -0.0036, -0.1459, 0.0016, -0.0595, -0.3546, 0.0784, 0.0853, 0.0980, 0.0964, 0.1185, 0.1216, 0.1100], "homo_ev": -11.63, "lumo_ha": -0.15796, "total_charge": 1, "gap_ev": 7.33}

{"formula": "C25H24BrDyNO2", "method": "wB97M-V/def2-TZVPD", "symbols": ["C", "C", "C", "H", "C", "C", "H", "H", "H", "H", "Dy", "Br", "C", "C", "C", "H", "C", "C", "H", "H", "H", "H", "C", "C", "C", "C", "C", "C", "N", "C", "C", "C", "C", "C", "C", "C", "O", "O", "C", "C", "H", "H", "H", "H", "H", "H", "H", "H", "H", "H", "H", "H", "H", "H"], "xyz": [[-2.8580, -0.8470, -2.4671], [-2.6536, -1.3443, -1.1578], [-2.7096, -0.2487, -0.2603], [-2.4788, -2.3737, -0.8900], [-2.9059, 0.9239, -1.0150], [-2.9790, 0.5593, -2.3826], [-3.0930, 1.2369, -3.2131], [-2.8683, -1.4305, -3.3706], [-2.5685, -0.2995, 0.8058], [-2.9402, 1.9283, -0.6277], [-0.9325, -0.0085, -1.6609], [0.2100, -0.8403, -3.4209], [1.8387, 0.6674, -6.5703], [0.7484, 1.4502, -6.9993], [-0.2344, 0.5823, -7.5158], [0.6779, 2.5314, -6.9422], [0.2486, -0.7370, -7.4060], [1.5300, -0.6844, -6.8218], [2.1667, -1.5353, -6.6036], [2.7548, 1.0399, -6.1240], [-1.1942, 0.8780, -7.9261], [-0.2741, -1.6355, -7.7169], [4.2871, 0.2252, 2.6294], [3.1386, -0.7211, 2.3742], [3.3601, -1.8400, 1.5601], [2.3435, -2.7567, 1.3226], [1.0793, -2.5593, 1.8680], [0.8017, -1.4331, 2.6547], [-0.5422, -1.2852, 3.1207], [-1.2089, -0.0411, 3.3150], [-2.0930, 0.0603, 4.4034], [-2.7408, 1.2592, 4.6921], [-2.5196, 2.3784, 3.8974], [-1.6726, 2.2969, 2.7923], [-1.0142, 1.0910, 2.4603], [-0.3039, 1.0373, 1.1367], [-0.2933, 2.1264, 0.4004], [-0.2974, -0.1182, 0.4953], [1.8581, -0.5067, 2.9500], [1.7052, 0.6706, 3.9025], [4.0199, 1.2438, 2.2760], [4.5198, 0.2636, 3.7143], [5.2098, -0.0890, 2.0989], [4.3327, -2.0169, 1.1202], [2.5300, -3.6219, 0.7003], [0.2968, -3.2745, 1.6490], [-1.0658, -2.1459, 3.3496], [-2.2646, -0.7948, 5.0453], [-3.4142, 1.3217, 5.5376], [-3.0295, 3.3072, 4.1206], [-1.5761, 3.1787, 2.1713], [1.8588, 1.6282, 3.3627], [0.7545, 0.7190, 4.4499], [2.4577, 0.5862, 4.7129]], "forces_ev_per_a": [[-2.2, -0.5, -0.3], [-2.4, -0.4, 0.5], [-2.8, -0.3, 0.7], [0.1, -0.1, 0.0], [-2.3, 0.0, 0.5], [-2.4, -0.1, -0.2], [0.1, 0.0, -0.1], [0.1, 0.0, -0.1], [-0.1, 0.0, -0.1], [0.1, 0.1, 0.1], [7.6, 4.7, 5.0], [3.8, -3.0, -5.7], [0.0, 0.0, 0.0], [0.0, 0.0, 0.1], [-0.1, 0.0, 0.1], [0.0, 0.0, 0.0], [0.0, 0.0, 0.0], [0.0, 0.0, -0.1], [0.0, 0.0, 0.0], [0.0, 0.0, 0.0], [0.0, 0.0, 0.0], [0.0, 0.0, 0.0], [0.1, 0.3, 0.1], [-0.4, -0.6, -0.2], [-0.4, 0.1, 0.2], [-0.2, 0.2, 0.4], [0.4, 0.3, 0.0], [0.3, 0.2, 0.0], [0.0, 0.5, 0.3], [0.4, -0.4, -0.4], [-0.1, 0.5, -0.2], [0.3, -0.3, -0.4], [0.2, -0.2, -0.2], [-0.1, -0.5, 0.4], [0.1, 0.0, 1.0], [-2.6, 1.1, -4.8], [0.8, -2.9, 2.3], [1.5, 1.4, 2.1], [-0.4, -0.6, 0.0], [0.2, 0.0, 0.4], [0.3, -0.5, 0.3], [-0.1, 0.2, -0.6], [-0.6, 0.1, 0.3], [0.1, 0.1, 0.0], [0.0, 0.0, 0.0], [-0.1, 0.1, 0.0], [0.7, 1.1, -0.2], [0.2, -0.1, -0.1], [0.0, -0.1, 0.0], [0.1, 0.0, 0.0], [0.3, -0.3, -0.2], [-0.1, -0.4, 0.4], [0.2, -0.1, -0.5], [-0.1, 0.2, -0.6]], "lowdin_charge": [-0.2711, -0.2278, -0.2131, 0.1215, -0.2081, -0.2348, 0.1238, 0.1085, 0.1100, 0.1196, 0.9883, 0.2955, -0.2481, -0.2373, -0.2367, 0.0459, -0.2423, -0.2650, 0.0519, 0.0504, 0.0446, 0.0476, -0.0596, -0.2326, -0.0596, -0.0836, -0.0459, -0.2042, 0.0888, -0.2125, -0.0364, -0.0903, -0.0917, -0.0093, -0.0979, -0.4781, -0.0741, -0.2264, -0.1482, -0.0391, 0.0898, 0.0813, 0.0799, 0.1014, 0.1002, 0.1063, 0.1511, 0.1054, 0.0979, 0.0958, 0.1156, 0.0979, 0.0708, 0.0840], "homo_ev": [-2.42, -2.42], "lumo_ha": [0.07599, 0.07607], "multiplicity": 6, "total_charge": -1, "gap_ev": [4.49, 4.49]}